{"formula": "C15H18O", "method": "ωB97M-V with the def2-TZVPD basis set", "elements": ["C", "C", "C", "C", "C", "C", "C", "C", "O", "H", "H", "H", "H", "H", "H", "H", "H", "H", "H", "C", "C", "C", "C", "C", "C", "C", "H", "H", "H", "H", "H", "H", "H", "H"], "coordinates": [[1.420, 1.465, -0.202], [2.873, 1.461, -0.685], [1.287, 1.301, 1.285], [1.239, 2.411, 2.121], [1.152, 0.040, 1.852], [1.098, 2.261, 3.496], [1.037, -0.140, 3.224], [0.996, 0.989, 4.039], [1.001, 0.764, 5.396], [0.885, 2.352, -0.557], [0.882, 0.689, -0.743], [3.171, 2.253, -1.374], [1.447, 3.421, 1.767], [1.234, -0.862, 1.247], [1.143, 3.105, 4.168], [0.950, -1.100, 3.712], [0.574, 1.477, 5.879], [3.054, 0.557, -1.288], [3.631, 1.440, 0.099], [0.169, -1.884, -2.848], [-3.546, -2.502, -2.240], [-3.908, -1.343, -1.580], [-2.230, -2.663, -2.683], [-1.266, -1.695, -2.444], [-2.959, -0.343, -1.383], [-1.678, -0.489, -1.885], [-4.241, -3.277, -2.528], [-4.879, -1.279, -1.092], [-1.921, -3.602, -3.117], [-3.231, 0.556, -0.841], [0.843, -1.364, -2.172], [0.351, -1.397, -3.817], [-0.988, 0.341, -1.841], [0.412, -2.940, -2.969]], "e_above_lowest_ev": 0.4556, "smiles": "CCc1ccc(O)cc1.Cc1ccccc1", "homo_energy_ev": -8.5, "homo_lumo_gap_ev": 9.32}



{"formula": "C31H30N7PS4Sc", "method": "ωB97M-V with the def2-TZVPD basis set", "elements": ["Sc", "S", "C", "C", "C", "C", "C", "C", "S", "C", "C", "C", "C", "C", "C", "C", "S", "C", "C", "C", "C", "C", "C", "S", "N", "H", "H", "H", "H", "H", "H", "H", "H", "H", "H", "H", "H", "H", "H", "H", "C", "N", "C", "C", "N", "C", "P", "C", "N", "C", "C", "N", "C", "C", "N", "C", "C", "N", "C", "H", "H", "H", "H", "H", "H", "H", "H", "H", "H", "H", "H", "H", "H", "H"], "coordinates": [[0.730, -0.511, 0.235], [1.907, -1.340, 2.454], [0.901, -2.647, 2.924], [1.516, -3.789, 3.449], [0.828, -4.989, 3.693], [-0.546, -5.073, 3.488], [-1.211, -3.929, 3.043], [-0.535, -2.737, 2.809], [-1.541, -1.619, 1.851], [-2.560, -0.732, 3.233], [-2.707, 0.764, 3.109], [-2.341, 1.563, 4.182], [-2.392, 2.971, 4.097], [-2.758, 3.500, 2.839], [-3.045, 2.621, 1.785], [-3.215, 3.053, 0.367], [-1.799, 3.298, -0.730], [-0.506, 3.890, 0.306], [-0.100, 5.204, 0.188], [1.002, 5.791, 0.810], [1.822, 4.990, 1.556], [1.472, 3.675, 1.791], [0.275, 3.097, 1.245], [0.003, 1.449, 1.654], [-3.173, 1.280, 1.966], [2.588, -3.670, 3.572], [1.430, -5.811, 4.142], [-1.057, -6.029, 3.479], [-2.261, -3.904, 2.818], [-2.089, -1.036, 4.198], [-3.517, -1.231, 3.176], [-2.087, 1.100, 5.111], [-2.022, 3.525, 4.949], [-2.842, 4.599, 2.649], [-3.717, 4.072, 0.386], [-3.933, 2.425, -0.158], [-0.782, 5.835, -0.308], [1.305, 6.823, 0.564], [2.812, 5.282, 1.933], [2.112, 2.980, 2.354], [3.609, 0.610, -4.341], [3.218, 0.777, -2.985], [4.000, 1.271, -1.953], [3.333, 1.104, -0.789], [2.206, 0.354, -0.997], [2.183, 0.079, -2.321], [0.956, -1.052, -3.109], [-0.482, -0.185, -2.465], [-1.028, -0.361, -1.189], [-2.342, 0.060, -1.205], [-2.708, 0.378, -2.489], [-1.562, 0.265, -3.262], [-1.560, 0.415, -4.701], [1.113, -2.472, -2.104], [1.305, -2.477, -0.758], [1.556, -3.820, -0.409], [1.564, -4.588, -1.532], [1.183, -3.849, -2.605], [0.912, -4.433, -3.885], [4.598, 1.125, -4.474], [2.899, 1.009, -5.052], [3.767, -0.405, -4.632], [4.990, 1.688, -2.068], [3.593, 1.410, 0.224], [-2.941, -0.031, -0.277], [-3.677, 0.613, -2.942], [-2.299, 1.150, -5.087], [-1.764, -0.543, -5.219], [-0.563, 0.747, -5.065], [1.791, -4.037, 0.657], [1.762, -5.652, -1.619], [1.269, -3.857, -4.726], [-0.215, -4.609, -3.981], [1.368, -5.430, -3.848]], "e_above_lowest_ev": 0.6299, "charge": 1, "homo_energy_ev": -9.3, "homo_lumo_gap_ev": 5.78}



{"formula": "C24H56N9O11S2", "method": "ωB97M-V with the def2-TZVPD basis set", "elements": ["C", "C", "C", "N", "S", "O", "O", "N", "S", "O", "O", "H", "H", "H", "H", "H", "H", "H", "C", "C", "O", "N", "C", "H", "H", "H", "H", "H", "H", "H", "C", "C", "O", "N", "C", "H", "H", "H", "H", "H", "H", "H", "C", "C", "O", "N", "C", "H", "H", "H", "H", "H", "H", "H", "C", "C", "O", "N", "C", "H", "H", "H", "H", "H", "H", "H", "C", "C", "O", "N", "C", "H", "H", "H", "H", "H", "H", "H", "C", "C", "O", "N", "C", "H", "H", "H", "H", "H", "H", "H", "C", "C", "O", "N", "C", "H", "H", "H", "H", "H", "H", "H"], "coordinates": [[-5.231, -4.727, -3.535], [-4.037, -4.218, -4.536], [-4.480, -3.725, -6.069], [-2.692, -4.190, -4.266], [-2.280, -3.046, -3.015], [-1.758, -3.899, -1.792], [-1.060, -2.232, -3.511], [-3.610, -2.096, -2.404], [-4.130, -0.869, -3.532], [-5.090, 0.085, -2.719], [-3.004, 0.034, -4.090], [-5.063, -5.786, -3.058], [-6.211, -4.832, -4.209], [-5.512, -3.896, -2.730], [-4.557, -4.668, -6.757], [-3.583, -3.070, -6.502], [-5.432, -3.045, -6.050], [-4.962, -1.436, -4.548], [-0.349, 0.847, -1.546], [0.031, 1.351, -0.181], [0.114, 2.550, 0.074], [0.288, 0.429, 0.792], [0.245, -1.010, 0.694], [-0.522, 1.695, -2.213], [0.462, 0.242, -1.960], [-1.269, 0.261, -1.485], [0.537, 0.845, 1.683], [-0.483, -1.377, 1.420], [1.234, -1.396, 0.949], [-0.032, -1.351, -0.304], [5.335, -2.125, -0.436], [5.513, -1.927, 1.044], [6.052, -2.771, 1.757], [5.055, -0.765, 1.594], [4.401, 0.339, 0.933], [5.748, -3.094, -0.728], [4.271, -2.112, -0.689], [5.867, -1.343, -0.984], [5.211, -0.705, 2.594], [5.001, 1.236, 1.098], [3.418, 0.474, 1.391], [4.283, 0.173, -0.139], [1.446, 4.117, 2.187], [2.729, 4.127, 2.971], [2.989, 3.267, 3.810], [3.620, 5.132, 2.729], [3.501, 6.224, 1.793], [0.839, 3.260, 2.488], [0.879, 5.030, 2.387], [1.662, 4.030, 1.119], [4.458, 5.070, 3.295], [4.340, 6.167, 1.097], [3.563, 7.159, 2.355], [2.563, 6.196, 1.236], [3.535, 5.459, 6.036], [3.914, 5.963, 7.401], [3.997, 7.162, 7.656], [4.171, 5.041, 8.374], [4.128, 3.602, 8.276], [3.361, 6.307, 5.369], [4.345, 4.853, 5.622], [2.614, 4.872, 6.097], [4.420, 5.457, 9.265], [3.400, 3.234, 9.002], [5.118, 3.216, 8.531], [3.851, 3.261, 7.278], [-0.375, -2.021, -6.877], [-0.859, -1.811, -8.285], [-1.443, -2.690, -8.914], [-0.631, -0.597, -8.865], [0.031, 0.553, -8.299], [-0.628, -3.034, -6.551], [0.711, -1.905, -6.834], [-0.862, -1.310, -6.205], [-0.985, -0.532, -9.813], [-0.673, 1.388, -8.309], [0.887, 0.797, -8.933], [0.373, 0.377, -7.278], [3.068, -3.038, 7.106], [2.943, -1.784, 6.286], [2.051, -0.961, 6.481], [3.859, -1.572, 5.297], [4.970, -2.409, 4.914], [2.270, -3.069, 7.852], [2.974, -3.917, 6.462], [4.030, -3.049, 7.627], [3.709, -0.707, 4.790], [5.887, -1.825, 5.021], [4.840, -2.685, 3.865], [5.041, -3.312, 5.522], [-9.033, -2.284, -0.986], [-9.517, -2.074, -2.394], [-10.101, -2.953, -3.023], [-9.289, -0.860, -2.974], [-8.627, 0.290, -2.408], [-9.286, -3.296, -0.660], [-7.947, -2.168, -0.943], [-9.520, -1.572, -0.314], [-9.643, -0.795, -3.922], [-9.331, 1.125, -2.418], [-7.771, 0.534, -3.042], [-8.285, 0.115, -1.387]], "charge": -1, "homo_energy_ev": -6.2, "homo_lumo_gap_ev": 7.77}



Number 3 is which compound?
C24H56N9O11S2